Entry 1:
31
Properties=species:S:1:pos:R:3:nbo_charge:R:1 method="wB97M-V/def2-TZVPD" charge=0 smiles=c1ccn(C2(n3cccc3)CCCC2)c1
C 1.5053 -3.0015 0.4442 -0.297
C 2.6577 -2.2978 0.0521 -0.314
C 2.2648 -1.0740 -0.2935 -0.125
N 0.9642 -1.0009 -0.1426 -0.358
C -0.0765 0.4832 -0.0798 0.475
N -1.4084 -0.0911 0.0025 -0.409
C -2.1609 -0.3697 -1.1296 -0.072
C -3.4479 -0.5953 -0.6619 -0.271
C -3.4208 -0.5022 0.7637 -0.297
C -2.1274 -0.2273 1.1312 -0.053
C 0.3813 1.2098 1.1365 -0.457
C 1.5304 2.0890 0.5588 -0.416
C 0.9973 2.5417 -0.7998 -0.406
C 0.2179 1.2386 -1.2958 -0.486
C 0.4454 -2.1696 0.2335 -0.109
H 1.4322 -4.0784 0.8374 0.215
H 3.7047 -2.4686 0.2685 0.211
H 3.0216 -0.4717 -0.6534 0.211
H -1.6715 -0.2841 -2.1123 0.228
H -4.1352 -0.9379 -1.2732 0.208
H -4.1868 -0.6671 1.4840 0.222
H -1.8652 -0.1681 2.2454 0.240
H 0.6749 0.6759 2.0766 0.258
H -0.4501 1.9415 1.2522 0.219
H 2.5393 1.6382 0.5512 0.227
H 1.5106 2.9845 1.1821 0.217
H 0.0706 3.2041 -0.6700 0.211
H 1.6474 2.6426 -1.6393 0.235
H -0.7348 1.4602 -1.7575 0.228
H 0.7644 0.5797 -1.9481 0.241
H -0.6443 -2.2836 0.2371 0.224

***

Entry 2:
35
Properties=species:S:1:pos:R:3:nbo_charge:R:1 method="wB97M-V/def2-TZVPD" charge=0
N -0.6656 0.7117 3.1617 -0.542
N -1.4875 2.5486 1.8614 -0.558
O 1.8283 -0.3706 -0.1558 -0.536
O -0.6670 -1.8983 -3.4669 -0.526
C -1.3731 1.7489 2.9244 0.569
C 0.5683 2.9310 -1.1453 -0.153
C 1.2630 1.7344 -1.1127 -0.316
C -0.4469 3.1447 -0.1751 -0.240
C -0.0201 0.4502 2.1030 0.452
C 1.0111 0.7614 -0.1546 0.358
C -0.6305 2.2580 0.8699 0.221
C 0.1089 1.0612 0.9078 -0.233
N -2.1294 2.0587 4.0217 -0.772
N 0.6337 -0.6536 2.4297 -0.757
C -0.3750 -2.4797 -0.2962 -0.632
C 1.7010 -1.1969 -1.3060 -0.044
C -0.5547 -0.9603 -2.4064 -0.065
C 0.2397 -2.8498 -2.7871 -0.067
C 0.2203 -1.9341 -1.5650 -0.097
H 0.8361 3.4219 -2.0138 0.219
H 2.1103 1.6390 -1.7789 0.220
H -1.1863 3.9358 -0.2150 0.230
H -2.8705 2.5530 3.6814 0.375
H -2.3392 1.2424 4.5589 0.380
H 0.6308 -0.8011 3.3925 0.390
H 1.5239 -0.8797 2.0106 0.390
H -0.6072 -1.7304 0.4842 0.233
H 0.3980 -3.1891 0.2001 0.217
H -1.3940 -2.9027 -0.4453 0.222
H 1.9803 -0.6743 -2.1680 0.172
H 2.3362 -2.0892 -1.1498 0.185
H -0.0613 -0.0458 -2.6203 0.172
H -1.4236 -0.7547 -1.8657 0.167
H 1.2405 -3.1421 -3.1790 0.181
H -0.3987 -3.6490 -2.6004 0.185

***

Energy above the lowest of the compared OMol25 structures with the same formula, charge and spin, record by record: 363.4; 235.4 kJ/mol
Maximum force, record by record: 6.49; 5.90 eV/Å
E_LUMO, record by record: 0.745; 0.135 eV